C26H51BrCdF3O8Si | ωB97M-V with the def2-TZVPD basis set

Output
DFT total energy: -4953.936974 Eh
Strongest force on any atom: 0.40 eV/Å
ΔE to the lowest compared entry with this formula, charge and spin: 0.0884 eV
HOMO: -11.985 eV
Gap between HOMO and LUMO: 10.174 eV
LUMO level: -1.81 eV

Structure (ORCA input):
```
! RIJCOSX wB97M-V def2-TZVPD def2/J DEFGRID3
* xyz 1 1
Cd 0.92 1.32 -1.04
C 2.58 1.75 1.96
C 3.75 1.89 1.01
O 3.49 1.22 -0.22
C 4.06 -0.09 -0.28
C 3.80 -0.64 -1.65
O 2.40 -0.75 -1.79
C 1.97 -1.53 -2.89
C 0.49 -1.30 -3.04
O 0.15 0.08 -2.98
C 0.33 0.84 -4.19
C 1.73 1.41 -4.29
O 2.09 2.08 -3.07
C 2.07 3.51 -3.20
C 2.52 4.10 -1.89
O 1.59 3.68 -0.90
C 1.72 4.36 0.34
C 1.03 3.54 1.42
O 1.36 2.16 1.35
H 2.76 2.32 2.88
H 2.43 0.70 2.23
H 4.66 1.49 1.48
H 3.95 2.93 0.77
H 3.60 -0.73 0.47
H 5.14 -0.04 -0.09
H 4.29 -1.62 -1.76
H 4.20 0.03 -2.42
H 2.16 -2.59 -2.70
H 2.54 -1.26 -3.79
H -0.03 -1.76 -2.20
H 0.11 -1.74 -3.97
H -0.40 1.64 -4.15
H 0.12 0.20 -5.05
H 1.76 2.11 -5.12
H 2.48 0.65 -4.47
H 1.05 3.83 -3.43
H 2.75 3.82 -3.99
H 2.53 5.19 -1.97
H 3.52 3.74 -1.62
H 1.23 5.34 0.28
H 2.77 4.54 0.56
H -0.05 3.58 1.27
H 1.26 3.94 2.41
F -2.70 4.88 -1.73
C -2.76 3.66 -1.18
F -3.76 2.99 -1.77
F -3.07 3.81 0.11
C -1.44 2.89 -1.39
O -0.91 2.94 -2.50
O -1.02 2.24 -0.39
C -1.69 -3.97 -0.52
C -1.29 -3.73 0.94
C 0.14 -4.27 1.10
C -2.22 -4.58 1.82
Si -1.48 -1.89 1.45
Br 0.43 -0.90 0.56
C -2.94 -0.99 0.65
C -3.17 0.38 1.30
C -2.76 -0.77 -0.86
C -4.23 -1.82 0.85
C -1.23 -1.56 3.32
C -0.85 -0.10 3.64
C -0.12 -2.45 3.90
C -2.54 -1.87 4.07
H -1.51 -5.03 -0.75
H -1.10 -3.38 -1.22
H -2.74 -3.78 -0.72
H 0.14 -5.32 0.81
H 0.52 -4.21 2.12
H 0.85 -3.75 0.45
H -2.20 -5.61 1.46
H -3.26 -4.25 1.79
H -1.91 -4.61 2.87
H -2.29 1.02 1.25
H -3.49 0.30 2.34
H -3.97 0.90 0.76
H -1.85 -0.21 -1.10
H -3.60 -0.18 -1.23
H -2.75 -1.70 -1.43
H -4.46 -1.98 1.91
H -4.19 -2.79 0.36
H -5.07 -1.27 0.42
H 0.07 0.22 3.15
H -0.70 -0.03 4.72
H -1.63 0.61 3.37
H 0.84 -2.32 3.39
H -0.37 -3.51 3.88
H 0.03 -2.17 4.95
H -3.34 -1.18 3.80
H -2.37 -1.75 5.15
H -2.90 -2.89 3.92
*
```